--- w ---
This record from OMol25 describes a 2-piece molecular cluster, C3H10N overall. The level of theory is ωB97M-V/def2-TZVPD.

Last column: Mulliken charge in e.
Geometry (Å):
N: -0.384 1.007 -1.578  -0.50
H: -0.758 1.863 -1.165  0.37
H: 0.613 0.856 -1.421  0.35
H: -0.506 1.019 -2.595  0.39
H: -0.912 0.217 -1.182  0.36
C: 0.656 0.403 1.433  -1.06
C: -0.192 -0.739 0.977  0.27
C: -0.054 -1.598 -0.036  -1.09
H: 0.530 0.471 2.512  0.33
H: 0.290 1.348 1.040  0.25
H: 1.719 0.360 1.185  0.35
H: -1.001 -1.088 1.612  0.30
H: -0.861 -2.298 -0.196  0.32
H: 0.859 -1.822 -0.585  0.35

net charge: +1
frontier orbital gap: 9.9344 eV



--- x ---
This record from OMol25 describes a 2-piece molecular cluster, C3H10N overall. The level of theory is ωB97M-V/def2-TZVPD.

Last column: Mulliken charge in e.
Geometry (Å):
C: 3.988 -0.627 -4.775  -0.89
H: 4.006 0.425 -4.482  0.23
H: 4.408 -1.121 -3.881  0.23
H: 2.941 -0.918 -4.895  0.21
H: 4.639 -0.845 -5.616  0.22
C: -2.354 1.439 3.018  -0.74
C: -2.204 -0.765 1.825  -0.07
N: -1.931 -0.007 2.826  -0.07
H: -1.913 1.739 3.969  0.32
H: -1.872 1.993 2.217  0.33
H: -3.430 1.449 3.163  0.33
H: -2.153 -0.455 0.786  0.30
H: -2.349 -1.794 2.151  0.27
H: -1.777 -0.513 3.696  0.33

net charge: +1
frontier orbital gap: 8.4937 eV



--- y ---
This record from OMol25 describes a 2-piece molecular cluster, C3H10N overall. The level of theory is ωB97M-V/def2-TZVPD.

Last column: Mulliken charge in e.
Geometry (Å):
N: -0.554 -0.259 2.007  -0.46
H: -0.490 0.759 1.926  0.42
H: 0.173 -0.614 2.631  0.39
H: -1.475 -0.542 2.358  0.38
H: -0.406 -0.597 1.046  0.22
C: 0.768 -0.861 -1.303  -1.00
C: 0.627 0.583 -0.905  -0.05
C: -0.542 1.206 -0.905  -0.85
H: 1.386 -1.415 -0.591  0.33
H: -0.209 -1.345 -1.377  0.32
H: 1.262 -0.946 -2.268  0.32
H: 1.564 1.110 -0.757  0.30
H: -0.662 2.258 -0.686  0.36
H: -1.443 0.664 -1.176  0.31

net charge: +1
frontier orbital gap: 9.8889 eV



It is y that is most stable; the runner-up trails by 0.366 eV.



--- w ---
This record from OMol25 describes a 2-piece molecular cluster, C3H10N overall. The level of theory is ωB97M-V/def2-TZVPD.

Last column: Mulliken charge in e.
Geometry (Å):
C: -1.170 2.050 2.678  -0.86
H: -0.153 1.668 2.685  0.21
H: -1.677 1.926 3.732  0.24
H: -1.888 1.507 2.015  0.19
H: -1.424 3.232 2.425  0.21
C: 0.665 -0.063 -1.798  -0.75
C: 0.460 -2.385 -1.120  -0.05
N: 1.265 -1.511 -1.669  -0.01
H: 0.859 0.582 -0.880  0.33
H: -0.399 -0.058 -1.789  0.33
H: 0.843 0.354 -2.840  0.32
H: -0.579 -2.316 -1.121  0.31
H: 1.010 -3.350 -0.838  0.25
H: 2.187 -1.638 -1.480  0.27

net charge: +1
frontier orbital gap: 8.7860 eV



--- x ---
This record from OMol25 describes a 2-piece molecular cluster, C3H10N overall. The level of theory is ωB97M-V/def2-TZVPD.

Last column: Mulliken charge in e.
Geometry (Å):
C: 1.797 -1.580 1.144  -0.37
C: -1.530 0.688 -1.834  -0.77
C: 1.188 -1.000 2.223  -0.42
N: -0.766 1.236 -0.723  -0.29
H: -1.175 1.187 0.269  0.39
H: 2.174 -2.624 1.254  0.23
H: 1.699 -1.104 0.215  0.13
H: -1.963 -0.322 -1.579  0.34
H: -2.436 1.399 -1.953  0.33
H: -0.941 0.655 -2.747  0.35
H: 0.783 0.037 2.193  0.16
H: 1.428 -1.315 3.202  0.28
H: 0.063 0.583 -0.716  0.25
H: -0.321 2.160 -0.948  0.40

net charge: +1
frontier orbital gap: 9.1997 eV



It is x that is most stable; the runner-up trails by 0.736 eV.



--- w ---
This record from OMol25 describes a 2-piece molecular cluster, C3H10N overall. The level of theory is ωB97M-V/def2-TZVPD.

Last column: Mulliken charge in e.
Geometry (Å):
C: -0.561 -1.163 -0.544  -0.82
C: 1.292 0.397 -0.350  -0.84
C: -0.834 0.900 0.701  -0.74
N: 0.085 -0.142 0.277  -0.37
H: -0.881 -0.724 -1.491  0.39
H: 0.128 -1.977 -0.763  0.36
H: -1.436 -1.570 -0.041  0.35
H: 1.757 1.145 0.290  0.36
H: 2.015 -0.394 -0.540  0.37
H: 1.042 0.865 -1.305  0.39
H: -0.360 1.600 1.387  0.34
H: -1.152 1.456 -0.187  0.37
H: -1.720 0.481 1.176  0.33
H: 0.623 -0.876 1.390  0.51

net charge: +1
frontier orbital gap: 12.5451 eV



--- x ---
This record from OMol25 describes an isolated ion of composition C3H10N and charge +1. The level of theory is ωB97M-V/def2-TZVPD.

Last column: Mulliken charge in e.
Geometry (Å):
C: 0.775 -1.294 0.062  -1.28
C: -0.236 -0.107 0.342  0.41
C: 0.463 1.149 0.772  -1.41
N: -0.976 0.170 -0.989  -0.31
H: 0.296 -2.175 -0.213  0.47
H: 1.644 -0.981 -0.604  0.35
H: 1.154 -1.678 1.087  0.35
H: -1.131 -0.403 0.941  0.29
H: 0.036 2.115 0.419  0.42
H: 1.395 1.261 0.285  0.41
H: 0.681 1.308 1.880  0.32
H: -0.491 0.973 -1.356  0.34
H: -0.862 -0.491 -1.724  0.33
H: -1.906 0.395 -0.848  0.30

net charge: +1
frontier orbital gap: 13.3049 eV
SMILES string: CC(C)[NH3+]



It is x that is most stable; the runner-up trails by 1.139 eV.



--- w ---
This record from OMol25 describes a 3-piece molecular cluster, C2H3FO3S overall. The level of theory is ωB97M-V/def2-TZVPD.

Last column: Mulliken charge in e.
Geometry (Å):
C: 1.446 0.457 2.653  -0.22
C: 1.073 -0.364 1.906  -0.57
O: 0.854 1.931 -1.174  -0.36
O: -1.348 0.855 -0.942  -0.48
O: -2.009 -1.342 -1.989  -0.29
F: -0.782 -1.904 -2.327  -0.14
S: 0.089 0.743 -1.077  0.77
H: 1.875 1.264 3.237  0.38
H: -1.848 -0.574 -1.447  0.47
H: 0.649 -1.065 1.159  0.44

frontier orbital gap: 9.6880 eV



--- x ---
This record from OMol25 describes C2H3FO3S as an isolated structure. The level of theory is ωB97M-V/def2-TZVPD.

Last column: Mulliken charge in e.
Geometry (Å):
C: -0.379 -0.331 -0.315  -0.47
C: 0.043 1.068 0.065  0.30
O: -1.398 0.998 -2.467  -0.45
O: -1.764 -0.361 -0.365  -0.37
O: -1.156 2.031 -0.286  -0.34
F: 1.058 1.439 -0.761  -0.25
S: -2.111 1.097 -1.234  0.64
H: 0.121 -0.418 -1.255  0.38
H: -0.002 -1.056 0.395  0.31
H: 0.436 1.431 1.078  0.25

frontier orbital gap: 11.7284 eV



It is x that is most stable; the runner-up trails by 5.081 eV.